# C18H21BrIrN4OS2

A molecular structure, C18H21BrIrN4OS2 (wB97M-V/def2-TZVPD, the Open Molecules 2025 dataset).

expectation value of S²	0.766
total charge	+2
2S+1	2
ΔE to the lowest compared entry with this formula, charge and spin	0.470	eV
E_tot	-121550.926	eV
Kohn-Sham gap (spin up / spin down)	6.4 / 6.0	eV

Structure (XYZ):
```
48
Properties=species:S:1:pos:R:3:forces:R:3
Ir 0.416678 -0.467612 -0.172298 -0.605 -0.032 0.518
C -4.520870 -2.146288 -0.872943 0.037 -0.006 -0.014
S -4.280180 -0.639462 0.082046 -0.115 -0.010 -0.004
C -2.586783 -0.401931 0.020182 0.055 0.222 0.093
S -1.530745 -1.420008 -0.879570 0.257 -0.160 0.055
N -2.171765 0.644488 0.692847 -0.039 0.006 -0.018
N -0.843470 0.909916 0.583295 0.192 0.352 -0.224
C -0.526280 2.039206 1.139434 -0.141 -0.110 -0.006
C 0.717849 2.771581 1.057971 -0.097 0.018 -0.067
C 0.644253 4.133981 1.348937 0.040 -0.039 -0.025
C 1.732499 4.959545 1.160280 0.046 -0.023 -0.017
C 2.920323 4.416070 0.676484 -0.023 0.006 0.009
C 2.976631 3.068240 0.448054 0.006 0.051 0.068
N 1.901809 2.259899 0.643179 0.193 0.005 -0.008
H -5.592061 -2.333392 -0.832229 0.000 0.002 -0.001
H -3.993107 -2.981751 -0.419300 -0.008 -0.007 -0.004
H -4.222373 -2.008216 -1.909436 -0.015 0.002 0.005
H -1.343955 2.571558 1.611234 -0.010 -0.037 0.014
H -0.297994 4.532627 1.695664 -0.011 0.008 0.003
H 1.658741 6.016156 1.378264 0.000 0.013 0.002
H 3.797483 5.021588 0.503112 0.009 0.003 -0.001
H 3.879762 2.567917 0.129503 0.000 0.006 0.004
Br 4.869648 -2.951288 0.229517 0.065 -0.062 0.011
C 3.791412 -1.423658 0.337154 -0.023 0.015 0.070
C 3.369774 -0.971441 1.600125 0.057 -0.101 -0.070
C 2.575619 0.139392 1.696217 0.123 0.187 -0.053
C 2.204134 0.835943 0.515545 -0.314 -0.127 0.131
C 2.613801 0.365568 -0.743961 -0.106 -0.102 -0.056
C 3.408262 -0.788490 -0.823026 0.232 0.137 0.037
H 3.682293 -1.492750 2.493929 0.001 -0.016 -0.004
H 2.284348 0.529642 2.663362 -0.024 0.002 0.001
H 2.446441 0.977630 -1.622673 0.007 -0.036 -0.017
H 3.752157 -1.141342 -1.785120 -0.006 0.013 -0.015
C 1.566953 -4.520793 1.675238 -0.015 0.006 0.037
N 1.584079 -4.503423 0.211189 -0.022 -0.019 0.021
C 1.914562 -5.727840 -0.522589 0.015 -0.034 -0.030
C 1.341507 -3.373492 -0.412628 -0.083 -0.061 0.098
C 1.356036 -3.336049 -1.907071 0.004 0.048 0.008
O 1.124643 -2.335377 0.299523 0.337 -0.084 -0.566
H 1.617098 -5.550042 2.013145 -0.008 0.001 0.003
H 0.652326 -4.062069 2.043383 -0.002 0.001 0.004
H 2.422604 -3.971051 2.068826 0.006 -0.011 -0.001
H 2.179045 -6.496995 0.194859 -0.001 0.000 -0.010
H 2.766027 -5.567536 -1.182183 0.004 0.006 -0.002
H 1.063164 -6.075592 -1.106804 0.002 -0.003 0.010
H 0.699945 -4.100261 -2.323381 0.000 0.005 -0.003
H 2.365482 -3.536834 -2.273565 0.001 -0.019 0.004
H 1.041899 -2.357863 -2.264425 -0.022 -0.015 0.013
```
Positions in Å, forces in eV/Å.

# C18H21BrIrN4OS2

A molecular structure, C18H21BrIrN4OS2 (wB97M-V/def2-TZVPD, the Open Molecules 2025 dataset).

expectation value of S²	0.800
total charge	+2
2S+1	2
ΔE to the lowest compared entry with this formula, charge and spin	2.586	eV
E_tot	-121548.810	eV
Kohn-Sham gap (spin up / spin down)	6.0 / 4.8	eV

Structure (XYZ):
```
48
Properties=species:S:1:pos:R:3:forces:R:3
Ir 0.391090 0.376946 -0.638081 -0.466 1.204 4.947
C 4.652490 -0.875854 2.753019 -0.061 -0.125 -0.119
S 3.576190 0.516046 3.155619 -0.620 -0.135 -0.091
C 2.241990 0.294646 2.038519 -0.024 -0.135 -1.081
S 2.538490 -0.152854 0.343119 -0.254 0.163 -0.528
N 1.060690 0.595746 2.478719 0.681 0.345 2.029
N 0.038490 0.607746 1.703619 -1.945 0.817 -3.709
C -1.193810 0.974946 2.041819 3.341 -0.683 0.237
C -2.145710 1.038446 1.014619 -2.061 0.114 -2.126
C -3.483210 1.442646 1.250919 1.596 -0.367 0.254
C -4.378210 1.487646 0.214719 -0.073 -0.252 -1.137
C -3.953710 1.113446 -1.070181 -0.299 0.257 0.814
C -2.635010 0.743846 -1.253881 -0.191 -0.041 0.078
N -1.750210 0.707946 -0.256981 0.097 -0.001 -0.406
H 5.660590 -0.613054 3.062319 -0.010 0.105 -0.060
H 4.621690 -1.073254 1.685919 0.205 -0.033 0.000
H 4.319190 -1.743654 3.318719 0.016 0.012 -0.072
H -1.432110 1.246546 3.061419 0.175 -0.127 0.133
H -3.760910 1.719246 2.252819 -0.123 0.019 0.201
H -5.397810 1.798046 0.385519 -0.073 0.017 -0.002
H -4.634910 1.118946 -1.904381 -0.058 0.017 -0.109
H -2.275910 0.464446 -2.235881 0.029 -0.027 0.030
Br 0.083390 7.010946 -1.333881 0.158 -1.150 0.145
C 0.315690 5.140646 -1.130481 -0.182 1.322 -0.236
C 0.826190 4.624846 0.059219 0.277 -0.722 0.667
C 0.966890 3.259046 0.201619 0.140 1.154 0.602
C 0.583190 2.382246 -0.819081 -0.043 -2.410 0.614
C 0.130090 2.925446 -2.029981 -0.144 0.904 -0.852
C -0.017010 4.289846 -2.184881 -0.198 -0.801 -0.439
H 1.090790 5.280146 0.872619 0.079 0.146 0.041
H 1.373490 2.883046 1.128919 0.009 -0.057 0.047
H -0.116010 2.289046 -2.874281 -0.061 -0.055 0.038
H -0.412610 4.698646 -3.100481 0.032 0.049 -0.132
C 0.790190 -3.846454 -2.612081 0.167 0.335 -0.630
N 0.348490 -3.915554 -1.234081 -0.169 0.791 0.159
C 0.241290 -5.208454 -0.598681 -0.132 -0.644 0.572
C 0.060090 -2.775854 -0.620481 0.110 -1.126 0.392
C -0.379710 -2.771854 0.813019 0.009 0.032 -0.044
O 0.166490 -1.697154 -1.250881 0.014 1.209 -0.142
H 0.995090 -4.842354 -2.992781 -0.031 0.045 0.088
H 1.694390 -3.238054 -2.684881 -0.054 -0.088 -0.043
H 0.017490 -3.376454 -3.224081 0.091 -0.081 -0.032
H 0.487090 -5.986654 -1.314781 -0.001 0.090 -0.008
H -0.773610 -5.391654 -0.244481 0.040 -0.039 -0.032
H 0.932490 -5.293954 0.241319 -0.023 -0.032 -0.047
H -0.546410 -3.761754 1.215719 -0.033 -0.040 0.064
H -1.297710 -2.192254 0.901919 -0.057 0.016 -0.066
H 0.380890 -2.274054 1.413919 0.119 0.009 -0.009
```
Positions in Å, forces in eV/Å.

# C18H21ClF3N2O10P2ReS3

A molecular structure, C18H21ClF3N2O10P2ReS3 (wB97M-V/def2-TZVPD, the Open Molecules 2025 dataset).

expectation value of S²	0.763
total charge	+1
2S+1	2
ΔE to the lowest compared entry with this formula, charge and spin	1.185	eV
E_tot	-116351.802	eV
Kohn-Sham gap (spin up / spin down)	7.1 / 7.3	eV

Structure (XYZ):
```
61
Properties=species:S:1:pos:R:3:forces:R:3
Re -0.367973 -0.491153 0.105492 0.107 -0.105 -0.057
C 1.731124 4.330096 0.971682 -0.009 0.012 0.016
C 1.212054 3.021764 0.380001 -0.021 -0.032 -0.021
O 1.280381 3.001733 -1.033989 0.005 0.044 -0.023
P 2.173737 1.593507 0.945599 0.008 0.000 0.005
O 3.627288 1.821447 0.422734 -0.044 0.097 0.017
O 2.291058 1.745319 2.513720 0.051 -0.047 -0.005
O 1.601076 0.267546 0.545536 -0.024 -0.065 0.034
P -0.556442 2.745326 0.809516 0.043 -0.004 0.032
O -0.512559 2.452378 2.402692 0.054 -0.052 -0.035
O -1.383983 3.883002 0.421662 -0.018 0.001 0.003
O -0.920839 1.362134 0.196507 -0.060 0.015 -0.022
H 2.763728 4.491425 0.665195 0.006 -0.007 -0.009
H 1.678573 4.337169 2.059465 0.010 0.006 0.004
H 1.115088 5.147007 0.594767 -0.004 0.001 0.001
H 0.755338 3.740564 -1.375449 0.007 -0.028 -0.002
H 4.266487 1.108208 0.539451 0.038 -0.082 -0.002
H 1.430329 1.851210 2.951986 -0.054 0.003 0.022
H -1.048263 3.085787 2.897568 -0.051 0.067 0.036
C -2.982788 -0.667490 -2.526171 0.017 -0.045 0.000
C -3.297967 -0.917139 -1.098155 0.004 -0.037 0.008
N -2.451701 -0.880455 -0.088511 -0.044 0.018 -0.015
C -3.111943 -1.076407 1.119240 0.005 0.054 -0.018
C -4.444515 -1.263455 1.016100 0.000 -0.073 -0.025
S -4.898550 -1.227038 -0.624930 0.017 0.082 0.021
C -2.279434 -1.140415 2.305690 0.028 0.086 0.021
C -2.612731 -1.428431 3.582368 -0.015 -0.064 0.017
S -1.196495 -1.634358 4.511246 0.008 0.037 -0.024
C -0.214013 -1.306516 3.167443 -0.060 -0.042 -0.040
N -0.917483 -1.009590 2.089230 0.021 -0.042 0.051
C 1.251348 -1.532453 3.223699 -0.009 -0.015 0.035
H -2.245064 -1.376065 -2.896923 0.007 0.004 0.004
H -2.597897 0.345307 -2.628305 -0.022 0.017 -0.008
H -3.880733 -0.755391 -3.133843 0.001 -0.004 -0.007
H -5.154384 -1.454316 1.801986 -0.007 -0.010 0.015
H -3.593097 -1.580947 3.999708 -0.010 -0.002 0.003
H 1.607006 -1.509220 4.251988 0.008 0.011 -0.006
H 1.792417 -0.808794 2.629345 0.044 0.068 -0.069
H 1.442930 -2.524942 2.810044 0.006 -0.009 0.000
F -0.223714 -6.208860 -0.032960 -0.006 0.021 0.009
C 0.356343 -5.024530 -0.158992 0.010 -0.042 -0.015
F 1.561523 -5.061299 0.404305 0.004 0.012 0.019
F 0.495805 -4.738255 -1.452507 -0.010 0.011 -0.009
S -0.681771 -3.743733 0.651997 -0.125 0.015 0.067
O -1.924033 -3.706596 -0.062173 0.022 -0.042 -0.016
O -0.700747 -4.057776 2.051075 0.032 0.002 -0.031
O 0.173031 -2.535358 0.365083 0.039 0.137 0.015
Cl 2.798745 3.445311 -4.754731 0.002 0.000 -0.005
C 2.098897 2.121896 -3.890071 -0.016 -0.009 0.021
C 2.909879 1.307546 -3.110303 0.000 0.015 0.008
C 2.339506 0.272557 -2.400300 -0.009 0.004 -0.009
C 0.964279 0.009799 -2.458235 -0.016 -0.028 -0.008
C 0.429927 -1.186390 -1.737052 -0.001 0.055 -0.008
C 0.184415 0.831169 -3.270682 0.010 0.001 -0.002
C 0.739098 1.883831 -3.982185 0.005 0.006 -0.004
H 3.974448 1.491745 -3.070169 0.005 0.000 -0.003
H 2.971258 -0.378135 -1.808633 0.009 -0.006 0.010
H 1.246211 -1.863173 -1.501946 0.014 0.005 -0.008
H -0.320770 -1.742942 -2.295858 -0.004 -0.018 0.007
H -0.867688 0.631255 -3.392669 -0.006 -0.003 0.007
H 0.124254 2.505585 -4.618377 0.000 0.005 -0.001
```
Positions in Å, forces in eV/Å.

# C18H21ClF5N5NiO3SSe

A molecular structure, C18H21ClF5N5NiO3SSe (wB97M-V/def2-TZVPD, the Open Molecules 2025 dataset).

expectation value of S²	2.007
2S+1	3
ΔE to the lowest compared entry with this formula, charge and spin	0.054	eV
E_tot	-175936.655	eV
Kohn-Sham gap (spin up / spin down)	7.7 / 7.7	eV

Structure (XYZ):
```
56
Properties=species:S:1:pos:R:3:forces:R:3
Ni 0.006125 -1.626040 0.365939 -0.086 -0.131 -0.032
C -0.132483 -0.920287 -3.763279 -0.035 0.003 -0.054
N 1.049438 -1.125182 -2.930191 0.021 -0.045 0.004
C 1.366653 -2.528149 -2.692564 -0.024 0.045 -0.010
C 1.461139 -0.184526 -2.057346 -0.069 0.002 0.027
S 1.975832 -0.597727 -0.471624 0.082 -0.001 0.021
N 1.507045 1.086962 -2.462146 0.111 0.035 -0.041
C 1.679658 2.173856 -1.505112 -0.031 -0.051 -0.051
C 1.525230 1.466618 -3.866804 0.055 0.011 0.030
H -0.902317 -1.624764 -3.440327 0.044 -0.011 -0.038
H 0.095266 -1.089366 -4.817591 0.000 0.015 -0.014
H -0.527709 0.081831 -3.623769 0.001 -0.049 0.007
H 1.212325 -3.068535 -3.626901 -0.004 0.011 0.008
H 0.732587 -2.958698 -1.917293 -0.005 0.002 -0.014
H 2.402757 -2.632608 -2.383701 0.011 0.001 0.004
H 0.967653 2.059782 -0.693132 0.030 -0.009 0.014
H 1.480444 3.109210 -2.024698 -0.020 -0.003 0.012
H 2.693845 2.186496 -1.105268 0.012 0.024 -0.001
H 1.751671 0.601230 -4.482992 0.008 0.018 0.001
H 2.307248 2.212177 -4.012097 0.004 0.006 -0.002
H 0.572124 1.896215 -4.181288 0.005 0.007 -0.007
C 1.186825 -1.389200 4.977625 -0.008 0.016 -0.003
N 0.521461 -0.440546 4.088891 0.003 0.027 0.023
C 0.066479 0.768512 4.512349 0.017 -0.039 -0.018
C -0.527389 1.633521 3.669918 0.004 0.005 -0.012
C -0.677890 1.234113 2.297596 0.008 -0.036 0.056
N -0.290020 0.022639 1.907343 0.047 0.016 -0.025
C 0.348404 -0.801592 2.770060 -0.002 -0.066 -0.046
O 0.772868 -1.892194 2.360226 0.062 0.150 0.050
N -1.194633 2.072945 1.410215 -0.172 -0.027 -0.079
H 1.347185 -0.908276 5.939080 -0.008 -0.001 0.000
H 2.140037 -1.684727 4.547124 0.005 -0.002 -0.001
H 0.572976 -2.278693 5.104620 0.003 -0.005 -0.011
H 0.221057 0.989629 5.559239 0.001 0.002 -0.002
H -0.869808 2.596973 4.013958 0.002 0.000 -0.010
H -1.599392 2.935942 1.725989 0.023 0.017 -0.008
H -1.331865 1.797629 0.429799 0.124 0.066 0.053
F -3.903158 -4.198348 -4.600748 -0.012 -0.001 -0.020
C -3.178005 -4.185166 -3.480690 0.020 -0.004 0.005
C -1.926457 -4.770873 -3.450099 -0.016 0.004 0.000
F -1.438907 -5.354437 -4.550425 0.000 -0.006 -0.017
C -1.184002 -4.743288 -2.281742 0.017 0.022 0.007
F 0.019864 -5.327745 -2.316085 0.014 -0.003 -0.004
C -1.635335 -4.125248 -1.123511 -0.009 -0.069 -0.006
Se -0.549354 -3.982081 0.439243 -0.010 0.066 -0.053
C -2.913748 -3.588912 -1.179148 -0.011 -0.003 0.006
F -3.464412 -3.033517 -0.095265 0.006 0.079 0.030
C -3.674984 -3.595781 -2.332544 -0.010 -0.007 0.013
F -4.889511 -3.031180 -2.347625 0.004 -0.007 -0.009
Cl -4.087385 1.646981 -0.714909 0.021 -0.022 -0.002
C -3.344772 0.040013 -0.930669 -0.023 0.020 -0.022
C -1.825515 0.072952 -1.085743 0.099 0.041 -0.316
O -1.224379 1.141808 -1.242685 -0.114 -0.042 0.246
O -1.299321 -1.085255 -1.075536 -0.215 -0.019 0.279
H -3.785133 -0.409535 -1.818975 0.023 -0.027 0.005
H -3.608712 -0.573356 -0.075691 0.000 -0.025 0.029
```
Positions in Å, forces in eV/Å.

Which formula does entry 1 have? C18H21BrIrN4OS2